{
  "formula": "C4H6S",
  "method": "the ωB97M-V functional and the def2-TZVPD basis",
  "elements": ["C", "C", "C", "C", "S", "H", "H", "H", "H", "H", "H"],
  "coordinates": [[1.67, -0.37, 0.00], [0.52, 0.43, -0.08], [-0.75, -0.16, -0.04], [-1.93, 0.58, 0.00], [-3.36, -0.28, -0.02], [1.93, -0.79, 0.97], [1.51, -1.38, -0.52], [2.63, 0.05, -0.31], [0.70, 1.47, -0.09], [-1.00, -1.23, -0.07], [-1.90, 1.67, 0.14]],
  "smiles": "C/C=C/C=S",
  "homo_lumo_gap_ev": 7.72,
  "e_tot_ev": -15078.6808,
  "e_above_lowest_kcal_mol": 25.6
}